[1]
Formula: C2H7IP2
Source: OMol25
Level of theory: the ωB97M-V functional and the def2-TZVPD basis

Computed properties:
Max |F|: 6.55 eV/A
Energy relative to the best compared isomer or geometry (same formula, charge and spin): 101.2 kJ/mol
M: 219.9 g mol⁻¹
⟨S²⟩: 2.013
E: -28860.91264 eV
HOMO energy (spin up / spin down): -5.39 / -9.17 eV

```
! RIJCOSX wB97M-V def2-TZVPD def2/J DEFGRID3
* xyz 0 3
C -1.09 -0.10 -1.03
C -0.16 1.02 -0.58
P 1.48 0.55 0.15
P 0.62 -0.92 1.76
I 2.11 -1.25 -1.30
H -0.99 -0.44 -1.97
H -0.97 -1.11 -0.36
H -2.25 0.06 -0.89
H -0.56 1.85 0.21
H -0.04 1.73 -1.52
H -0.09 -0.55 2.93
H 1.93 -0.84 2.60
*
```

---

[2]
Formula: C2H7N
Source: OMol25
Level of theory: the ωB97M-V functional and the def2-TZVPD basis

Computed properties:
Max |F|: 1.35 eV/A
Energy relative to the best compared isomer or geometry (same formula, charge and spin): 48.8 kJ/mol
M: 45.1 g mol⁻¹
E: -3676.97629 eV
HOMO energy: -8.55 eV

```
! RIJCOSX wB97M-V def2-TZVPD def2/J DEFGRID3
* xyz 0 1
C -0.99 -0.66 0.39
N 0.40 -0.22 0.48
C 0.84 0.84 -0.45
H -1.57 0.05 -0.21
H -1.12 -1.66 -0.03
H -1.43 -0.60 1.38
H 1.02 -1.02 0.40
H 0.35 1.74 -0.10
H 0.58 0.60 -1.49
H 1.91 0.94 -0.37
*
```

---

[3]
Formula: C2H7N
Source: OMol25
Level of theory: the ωB97M-V functional and the def2-TZVPD basis

Computed properties:
Max |F|: 0.64 eV/A
Energy relative to the best compared isomer or geometry (same formula, charge and spin): 32.9 kJ/mol
M: 45.1 g mol⁻¹
E: -3677.14162 eV
HOMO energy: -8.86 eV

```
! RIJCOSX wB97M-V def2-TZVPD def2/J DEFGRID3
* xyz 0 1
C 0.22 1.18 -0.20
C -0.21 -1.20 -0.03
H -0.84 1.43 -0.39
H 0.73 1.10 -1.18
H 0.67 2.04 0.34
H 0.08 0.08 1.51
H 0.01 -2.10 0.58
H 0.21 -1.40 -1.02
H -1.31 -1.10 -0.17
N 0.44 -0.04 0.56
*
```

---

[4]
Formula: C2H7N
Source: OMol25
Level of theory: the ωB97M-V functional and the def2-TZVPD basis

Computed properties:
Max |F|: 4.38 eV/A
Energy relative to the best compared isomer or geometry (same formula, charge and spin): 201.3 kJ/mol
M: 45.1 g mol⁻¹
E: -3675.39599 eV
HOMO energy: -9.15 eV

```
! RIJCOSX wB97M-V def2-TZVPD def2/J DEFGRID3
* xyz 0 1
C -0.29 -1.11 0.10
C 0.62 0.94 0.18
H 0.23 -1.10 1.30
H 0.54 -1.77 -0.55
H -1.37 -1.62 -0.05
H -1.33 0.62 -0.19
H 0.76 2.01 -0.27
H 1.73 0.56 0.32
H 0.22 1.11 1.25
N -0.40 0.17 -0.50
*
```

---

[5]
Formula: C2H7N
Source: OMol25
Level of theory: the ωB97M-V functional and the def2-TZVPD basis

Computed properties:
Max |F|: 1.86 eV/A
Energy relative to the best compared isomer or geometry (same formula, charge and spin): 126.3 kJ/mol
M: 45.1 g mol⁻¹
E: -3676.17374 eV
HOMO energy: -9.94 eV

```
! RIJCOSX wB97M-V def2-TZVPD def2/J DEFGRID3
* xyz 0 1
C 2.81 1.17 0.84
H 3.12 2.21 0.68
H 3.66 0.55 0.61
H 1.89 1.13 0.26
H 2.65 1.08 1.92
C -1.77 -1.17 -0.92
N -1.58 -0.25 -0.07
H -0.91 -1.72 -1.29
H -2.77 -1.44 -1.26
H -2.34 0.43 -0.17
*
```

---

[6]
Formula: C2H7N2
Source: OMol25
Level of theory: the ωB97M-V functional and the def2-TZVPD basis

Computed properties:
Max |F|: 0.55 eV/A
Energy relative to the best compared isomer or geometry (same formula, charge and spin): 89.5 kJ/mol
M: 59.1 g mol⁻¹
E: -5160.53802 eV
HOMO energy: -13.33 eV

```
! RIJCOSX wB97M-V def2-TZVPD def2/J DEFGRID3
* xyz 1 1
C -0.70 -0.30 -0.27
C 0.28 0.26 0.44
N 1.67 0.21 -0.04
N -2.00 -0.32 0.05
H -0.42 -0.85 -1.16
H 0.15 0.89 1.31
H 2.28 -0.25 0.64
H 1.76 -0.36 -0.89
H 2.01 1.14 -0.27
H -2.34 0.19 0.84
H -2.69 -0.61 -0.63
*
```

---

[7]
Formula: C2H7N2O
Source: OMol25
Level of theory: the ωB97M-V functional and the def2-TZVPD basis

Computed properties:
Max |F|: 4.72 eV/A
Energy relative to the best compared isomer or geometry (same formula, charge and spin): 238.3 kJ/mol
M: 75.1 g mol⁻¹
E: -7206.67504 eV
HOMO energy: -14.98 eV

```
! RIJCOSX wB97M-V def2-TZVPD def2/J DEFGRID3
* xyz 1 1
C -0.45 0.33 0.43
C 0.95 0.29 -0.40
N -1.70 0.39 -0.06
N 0.51 -1.05 0.33
O 2.05 0.89 0.09
H -0.38 0.69 1.42
H 0.76 0.40 -1.50
H -1.96 0.26 -0.98
H -2.41 0.20 0.69
H 1.14 -1.21 1.08
H 0.20 -1.84 -0.18
H 2.03 0.94 1.04
*
```

---

[8]
Formula: C2H7N2O
Source: OMol25
Level of theory: the ωB97M-V functional and the def2-TZVPD basis

Computed properties:
Max |F|: 1.70 eV/A
Energy relative to the best compared isomer or geometry (same formula, charge and spin): 98.4 kJ/mol
M: 75.1 g mol⁻¹
E: -7208.12486 eV
HOMO energy: -14.11 eV

```
! RIJCOSX wB97M-V def2-TZVPD def2/J DEFGRID3
* xyz 1 1
C 1.17 1.66 0.14
N 1.90 0.83 0.78
H 1.02 2.62 0.61
H 0.71 1.36 -0.78
H 2.09 -0.12 0.47
H 2.13 1.00 1.76
C -1.25 -1.28 0.08
N -1.71 -1.20 -1.16
O -0.48 -0.53 0.67
H -1.66 -2.10 0.68
H -2.44 -1.80 -1.49
H -1.47 -0.43 -1.76
*
```

---

[9]
Formula: C2H7N2O
Source: OMol25
Level of theory: the ωB97M-V functional and the def2-TZVPD basis

Computed properties:
Max |F|: 2.57 eV/A
Energy relative to the best compared isomer or geometry (same formula, charge and spin): 707.1 kJ/mol
M: 75.1 g mol⁻¹
E: -7201.81671 eV
HOMO energy: -15.38 eV

```
! RIJCOSX wB97M-V def2-TZVPD def2/J DEFGRID3
* xyz 1 1
N 1.31 -0.31 0.75
C 0.33 0.80 0.53
C -0.49 0.25 -0.61
N -1.71 -0.23 -0.26
O -0.08 0.32 -1.76
H 2.18 -0.06 1.20
H 1.50 -0.53 -0.21
H 0.81 -1.95 -0.82
H -0.33 0.92 1.37
H 0.81 1.75 0.30
H -1.95 -0.86 0.48
H -2.40 -0.12 -0.98
*
```

---

[10]
Formula: C2H7N2O
Source: OMol25
Level of theory: the ωB97M-V functional and the def2-TZVPD basis

Computed properties:
Max |F|: 5.80 eV/A
Energy relative to the best compared isomer or geometry (same formula, charge and spin): 781.5 kJ/mol
M: 75.1 g mol⁻¹
E: -7201.04494 eV
HOMO energy (spin up / spin down): -12.21 / -15.96 eV

```
! RIJCOSX wB97M-V def2-TZVPD def2/J DEFGRID3
* xyz 1 1
C -0.69 0.90 0.02
C 2.66 -0.92 -0.43
N -1.45 0.39 -0.92
N -0.71 0.95 1.31
O -2.44 -0.64 -0.63
H 1.71 -1.35 -0.67
H 2.48 0.14 -0.63
H 3.51 -1.31 -0.08
H -1.38 0.64 -1.84
H -0.05 1.63 1.67
H -1.53 0.71 2.06
H -2.12 -1.13 0.15
*
```

---

[11]
Formula: C2H7N2O
Source: OMol25
Level of theory: the ωB97M-V functional and the def2-TZVPD basis

Computed properties:
Max |F|: 8.81 eV/A
Energy relative to the best compared isomer or geometry (same formula, charge and spin): 338.7 kJ/mol
M: 75.1 g mol⁻¹
⟨S²⟩: 2.011
E: -7199.80423 eV
HOMO energy (spin up / spin down): -8.77 / -15.17 eV

```
! RIJCOSX wB97M-V def2-TZVPD def2/J DEFGRID3
* xyz 1 3
C -1.06 -1.97 0.84
C 0.18 1.47 -1.57
N -0.73 -0.86 1.33
N 0.85 1.06 -0.58
O 1.97 1.80 -0.20
H 2.69 1.21 -0.36
H -0.71 -2.32 -0.02
H -1.79 -2.60 1.51
H 0.54 2.34 -1.97
H -1.10 -0.64 2.22
H -0.75 0.88 -1.89
H -0.09 -0.36 0.69
*
```

---

[12]
Formula: C2H7N2O2
Source: OMol25
Level of theory: the ωB97M-V functional and the def2-TZVPD basis

Computed properties:
Max |F|: 3.76 eV/A
Energy relative to the best compared isomer or geometry (same formula, charge and spin): 133.1 kJ/mol
M: 91.1 g mol⁻¹
E: -9263.31653 eV
HOMO energy: -4.32 eV

```
! RIJCOSX wB97M-V def2-TZVPD def2/J DEFGRID3
* xyz -1 1
N -0.51 0.58 -1.36
C -0.86 1.15 -0.04
N -2.13 0.51 0.63
H -0.13 -0.33 -1.19
H 0.39 1.05 -1.63
H -1.15 2.19 0.02
H -0.01 0.83 0.68
H -2.19 -0.51 0.38
H -1.76 0.44 1.62
O 2.44 -0.28 -0.09
C 2.12 -1.49 0.23
O 1.58 -1.91 1.28
H 2.21 -2.22 -0.52
*
```

---

[13]
Formula: C2H7N2O2
Source: OMol25
Level of theory: the ωB97M-V functional and the def2-TZVPD basis

Computed properties:
Max |F|: 4.31 eV/A
Energy relative to the best compared isomer or geometry (same formula, charge and spin): 183.0 kJ/mol
M: 91.1 g mol⁻¹
E: -9262.79939 eV
HOMO energy: -4.04 eV

```
! RIJCOSX wB97M-V def2-TZVPD def2/J DEFGRID3
* xyz -1 1
N -0.41 2.54 0.95
C 0.27 2.06 -0.19
N 0.17 0.68 -0.62
H -0.14 1.96 1.86
H -1.40 2.65 0.70
H 1.41 2.09 -0.07
H -0.25 2.63 -0.95
H 0.57 0.00 0.06
H -0.69 0.24 -0.61
O 1.36 -3.93 -0.26
C 0.12 -3.69 -0.38
O -0.52 -2.62 0.07
H -0.48 -4.60 -0.56
*
```

---

[14]
Formula: C2H7N2O2
Source: OMol25
Level of theory: the ωB97M-V functional and the def2-TZVPD basis

Computed properties:
Max |F|: 3.70 eV/A
Energy relative to the best compared isomer or geometry (same formula, charge and spin): 652.6 kJ/mol
M: 91.1 g mol⁻¹
E: -9250.00858 eV
HOMO energy: -15.81 eV

```
! RIJCOSX wB97M-V def2-TZVPD def2/J DEFGRID3
* xyz 1 1
C 1.53 -0.64 -0.60
C 1.14 0.13 0.53
N -1.46 -0.39 -0.35
N -0.82 0.53 0.13
O -2.79 -0.26 -0.33
O -1.49 1.52 0.68
H 0.75 -1.38 -0.73
H 1.83 -0.03 -1.52
H 2.47 -1.12 -0.39
H 1.31 1.20 0.71
H 1.31 -0.45 1.47
H -3.04 -1.15 -0.74
H -0.74 2.04 1.14
*
```

---

[15]
Formula: C2H7N2O2
Source: OMol25
Level of theory: the ωB97M-V functional and the def2-TZVPD basis

Computed properties:
Max |F|: 4.66 eV/A
Energy relative to the best compared isomer or geometry (same formula, charge and spin): 354.5 kJ/mol
M: 91.1 g mol⁻¹
E: -9253.09802 eV
HOMO energy: -15.27 eV

```
! RIJCOSX wB97M-V def2-TZVPD def2/J DEFGRID3
* xyz 1 1
C 0.41 0.29 -0.30
C -0.75 -0.99 0.38
N 2.56 1.07 -0.22
N -1.98 -0.24 0.10
O -0.14 1.24 -0.76
O 1.60 -0.04 -0.01
H -0.49 -1.02 1.46
H -0.80 -1.92 -0.23
H 3.06 0.93 -1.09
H 3.29 0.84 0.40
H -2.53 0.12 0.89
H -2.72 -0.88 -0.15
H -1.51 0.60 -0.48
*
```

---

[16]
Formula: C2H7N2O2PS
Source: OMol25
Level of theory: the ωB97M-V functional and the def2-TZVPD basis

Computed properties:
Max |F|: 4.57 eV/A
Energy relative to the best compared isomer or geometry (same formula, charge and spin): 67.0 kJ/mol
M: 154.1 g mol⁻¹
E: -29388.29059 eV
HOMO energy: -9.54 eV

```
! RIJCOSX wB97M-V def2-TZVPD def2/J DEFGRID3
* xyz 0 1
C -0.99 -0.25 -0.81
C -1.17 -0.58 -2.25
N -1.88 0.25 -0.06
N 0.77 1.62 1.15
O 2.40 -0.24 1.06
O 0.28 -0.58 -0.35
P 0.83 -0.03 1.27
S 0.15 -1.14 2.72
H -0.97 -1.61 -2.32
H -2.04 -0.13 -2.77
H -0.31 -0.11 -2.98
H -1.58 0.23 0.98
H 1.74 1.91 1.33
H 0.14 1.88 1.93
H 2.63 -1.20 1.10
*
```

---

[17]
Formula: C2H7N2O3
Source: OMol25
Level of theory: the ωB97M-V functional and the def2-TZVPD basis

Computed properties:
Max |F|: 0.34 eV/A
Energy relative to the best compared isomer or geometry (same formula, charge and spin): 8.6 kJ/mol
M: 107.1 g mol⁻¹
E: -11312.81133 eV
HOMO energy: -4.77 eV

```
! RIJCOSX wB97M-V def2-TZVPD def2/J DEFGRID3
* xyz -1 1
N -1.73 0.93 -2.06
C -0.70 0.20 -1.38
O 0.05 0.91 -0.66
O -0.69 -1.03 -1.52
H -1.40 1.80 -2.43
H -2.14 0.35 -2.78
N 0.16 -1.33 1.76
C 1.34 -0.54 1.99
O 1.23 0.84 1.72
H -0.60 -0.99 2.34
H -0.12 -1.22 0.78
H 1.63 -0.62 3.04
H 2.14 -0.97 1.38
H 0.85 0.90 0.81
*
```

---

[18]
Formula: C2H7N2O6P2
Source: OMol25
Level of theory: the ωB97M-V functional and the def2-TZVPD basis

Computed properties:
Max |F|: 5.44 eV/A
M: 217.0 g mol⁻¹
⟨S²⟩: 2.012
E: -36032.14046 eV
HOMO energy (spin up / spin down): -0.58 / -6.08 eV

```
! RIJCOSX wB97M-V def2-TZVPD def2/J DEFGRID3
* xyz -1 3
C 1.55 -1.20 -0.65
C -0.52 1.41 0.18
N -0.40 2.54 0.99
N -1.72 0.84 -0.03
O 1.56 -2.00 2.02
O 0.94 0.10 -3.10
O -0.61 -2.22 0.83
O -1.02 -0.89 -1.64
O 0.21 0.10 1.55
O 0.31 1.28 -0.85
P 0.73 -1.27 1.02
P 0.35 -0.32 -1.83
H 2.35 -0.57 -0.59
H 1.57 -2.17 -0.97
H -0.48 2.28 1.94
H 0.43 3.03 0.75
H -1.23 -1.79 0.28
H -2.22 0.73 0.81
H -1.79 0.12 -0.70
*
```

---

[19]
Formula: C2H7N2OP
Source: OMol25
Level of theory: the ωB97M-V functional and the def2-TZVPD basis

Computed properties:
Max |F|: 3.14 eV/A
Energy relative to the best compared isomer or geometry (same formula, charge and spin): 383.4 kJ/mol
M: 106.1 g mol⁻¹
E: -16501.20269 eV
HOMO energy (spin up / spin down): -6.83 / -6.61 eV

```
! RIJCOSX wB97M-V def2-TZVPD def2/J DEFGRID3
* xyz 0 1
C 1.70 -1.41 -0.93
C 2.25 -1.20 0.45
N 0.98 -0.22 -1.18
N -3.61 1.80 1.10
O 2.00 -0.05 0.98
P 1.04 0.95 0.18
H 2.60 -1.59 -1.56
H 1.13 -2.38 -1.01
H 3.10 -1.74 0.76
H -3.95 2.56 1.73
H 0.98 0.21 -2.14
H -4.15 2.11 0.18
H -4.07 0.95 1.45
*
```

---

[20]
Formula: C2H7N2OP
Source: OMol25
Level of theory: the ωB97M-V functional and the def2-TZVPD basis

Computed properties:
Max |F|: 3.81 eV/A
Energy relative to the best compared isomer or geometry (same formula, charge and spin): 187.3 kJ/mol
M: 106.1 g mol⁻¹
⟨S²⟩: 2.010
E: -16498.59431 eV
HOMO energy (spin up / spin down): -6.41 / -9.93 eV

```
! RIJCOSX wB97M-V def2-TZVPD def2/J DEFGRID3
* xyz 0 3
C 1.79 -2.29 0.00
C 1.60 -1.69 -1.02
N 2.07 1.48 1.75
N -1.48 -0.08 -0.91
O 2.09 1.78 -0.80
P 2.87 1.14 0.28
H 1.73 -2.94 0.76
H -1.28 0.94 -0.67
H 1.57 -1.32 -1.93
H 1.03 1.69 1.75
H 2.44 1.15 2.63
H -1.50 -0.18 -1.92
H -0.59 -0.67 -0.64
*
```